This record from the OMol25 dataset describes C5H8O2 in the gas phase at a distorted geometry. The level of theory is ωB97M-V/def2-TZVPD.

Cartesian coordinates (Å):
O1 -1.50360 1.06901 0.70997
C1 -1.52119 -0.20067 0.10203
C2 -0.08367 -0.62906 0.03717
C3 0.80799 -0.35039 1.37404
C4 1.80099 0.39800 0.46536
O2 2.77975 1.07862 0.64084
C5 0.92936 0.19787 -0.76182
H1 -2.40168 1.40335 0.74706
H2 -2.11522 -0.92850 0.68806
H3 -1.96059 -0.17299 -0.90903
H4 -0.07606 -1.69124 -0.32144
H5 0.56487 0.25248 2.27905
H6 0.82214 -1.39923 1.51132
H7 0.47667 1.13770 -1.07422
H8 1.45718 -0.28220 -1.58358

Results
SMILES = O=C1CC(CO)C1
charge = 0
E = -345.72793 Eh
energy relative to the best compared isomer or geometry (same formula, charge and spin) = 202.23 kJ/mol

***

This record from the OMol25 dataset describes 7 unconnected molecules or ions with the total composition C31H34Cl2F4O2 at a distorted geometry. The level of theory is ωB97M-V/def2-TZVPD.

Cartesian coordinates (Å):
F1 11.11024 -14.50468 -11.85903
C1 12.02225 -14.11688 -10.94662
C2 11.58008 -13.52399 -9.77802
C3 12.51487 -13.12485 -8.83934
C4 13.86996 -13.30457 -9.07901
C5 14.28207 -13.87587 -10.27197
C6 13.36227 -14.30365 -11.21348
H1 10.51987 -13.41956 -9.58742
H2 12.20265 -12.57245 -7.96096
H3 14.60502 -12.86998 -8.41807
H4 15.34795 -13.90070 -10.44662
H5 13.67140 -14.83520 -12.10494
F2 20.08397 -13.28301 -2.36555
C7 20.87823 -14.18173 -2.99405
C8 21.92164 -14.76059 -2.30181
C9 22.70827 -15.70395 -2.95849
C10 22.46845 -16.01201 -4.28698
C11 21.40180 -15.41455 -4.94642
C12 20.60207 -14.48573 -4.30400
H6 22.17563 -14.47038 -1.29151
H7 23.52054 -16.17483 -2.42092
H8 23.08692 -16.72350 -4.81769
H9 21.18034 -15.62982 -5.98418
H10 19.78216 -13.99076 -4.80596
F3 18.05555 -12.23335 -15.18326
C13 17.75200 -13.03701 -14.14683
C14 17.14140 -14.24880 -14.41698
C15 16.79690 -15.07331 -13.35224
C16 17.10238 -14.67637 -12.05133
C17 17.70853 -13.45521 -11.80608
C18 18.06648 -12.62470 -12.86718
H11 16.94619 -14.49039 -15.45361
H12 16.34180 -16.04122 -13.51150
H13 16.84172 -15.33376 -11.23172
H14 17.84076 -13.13102 -10.78166
H15 18.54593 -11.67273 -12.68550
F4 15.75514 -9.22079 -6.83614
C19 15.67020 -9.59240 -8.13204
C20 14.44443 -9.92183 -8.66061
C21 14.36716 -10.29373 -9.99546
C22 15.50944 -10.32072 -10.78431
C23 16.72892 -9.96482 -10.23244
C24 16.81785 -9.62733 -8.88768
H16 13.55253 -9.93206 -8.04696
H17 13.40186 -10.50497 -10.43643
H18 15.44443 -10.60735 -11.82623
H19 17.61469 -9.92680 -10.85340
H20 17.76743 -9.32263 -8.46110
C25 18.35852 -12.93864 -7.66862
Cl1 17.12074 -14.13800 -8.02309
Cl2 20.01072 -13.60332 -7.84611
H21 18.25138 -12.08948 -8.33167
H22 18.27489 -12.66346 -6.62562
C26 19.49246 -10.47205 -4.45343
C27 18.84659 -9.18951 -4.91736
O1 19.11123 -8.72651 -6.00202
C28 17.77867 -8.58396 -4.03906
H23 19.45692 -10.58063 -3.37156
H24 20.55163 -10.41314 -4.73440
H25 19.16886 -11.37634 -4.96649
H26 16.85910 -9.15467 -4.17384
H27 17.64846 -7.53015 -4.26840
H28 18.05099 -8.65449 -2.98214
C29 23.14475 -12.40572 -6.23035
C30 23.70618 -11.36927 -5.28788
O2 24.33029 -10.41270 -5.67810
C31 23.49108 -11.64169 -3.81745
H29 22.06624 -12.47787 -6.07489
H30 23.58418 -13.37588 -5.99142
H31 23.37116 -12.13977 -7.25932
H32 24.35165 -11.36564 -3.21186
H33 23.24504 -12.68822 -3.63791
H34 22.65133 -11.02687 -3.47734

Results
SMILES = Fc1ccccc1.Fc1ccccc1.Fc1ccccc1.Fc1ccccc1.CC(C)=O.CC(C)=O.ClCCl
charge = 0
E = -2671.97013 Eh
energy relative to the best compared isomer or geometry (same formula, charge and spin) = 0.00 kJ/mol

***

This record from the OMol25 dataset describes a molecular structure, C37H31N3V at a distorted geometry. The level of theory is ωB97M-V/def2-TZVPD.

Cartesian coordinates (Å):
V1 -0.59622 -0.45749 -0.57079
C1 -0.33448 -4.55931 -0.70261
C2 0.42078 -3.59460 0.17726
C3 -0.13144 -3.15030 1.37854
C4 0.60378 -2.36969 2.26954
C5 -0.01003 -1.94398 3.57707
C6 1.92326 -2.06884 1.95936
C7 2.50332 -2.50534 0.77430
C8 3.94907 -2.22803 0.47201
C9 1.73397 -3.24140 -0.12120
H1 -0.17238 -5.57889 -0.34566
H2 0.01097 -4.51689 -1.73475
H3 -1.40916 -4.37126 -0.68331
H4 -1.11525 -3.49755 1.67765
H5 0.04470 -2.76042 4.30135
H6 -1.06228 -1.68690 3.44135
H7 0.50756 -1.08188 3.99265
H8 2.50797 -1.47060 2.64990
H9 4.55403 -3.09850 0.73713
H10 4.31274 -1.36956 1.03435
H11 4.09376 -2.02636 -0.58954
H12 2.18147 -3.58606 -1.04803
C10 -4.32352 -1.30221 1.29226
C11 -3.04909 -1.45377 0.74872
N1 -2.29470 -0.42022 0.38491
C12 -2.85071 0.82736 0.42192
C13 -4.11192 1.07867 1.00769
C14 -4.83217 -0.03975 1.47865
C15 -4.60043 2.39963 1.01775
C16 -3.87600 3.38693 0.39253
C17 -2.67442 3.12939 -0.27725
C18 -2.13961 1.84385 -0.29535
N2 -1.09323 1.33332 -0.99156
C19 -0.46350 1.83166 -2.11154
C20 -0.29382 3.13434 -2.56843
C21 0.30819 3.36235 -3.80780
C22 0.72026 2.33164 -4.62458
C23 0.57304 0.99720 -4.19970
C24 0.90356 -0.14613 -4.98051
C25 0.66062 -1.41082 -4.46614
C26 0.17283 -1.55814 -3.17903
N3 -0.08403 -0.48986 -2.37451
C27 0.04112 0.77545 -2.91633
H13 -4.88258 -2.17840 1.58971
H14 -2.60667 -2.43465 0.64168
H15 -5.79617 0.10638 1.94983
H16 -5.55426 2.61226 1.48272
H17 -4.26673 4.39685 0.38501
H18 -2.18208 3.93425 -0.79859
H19 -0.60561 3.98215 -1.97665
H20 0.43791 4.38428 -4.14263
H21 1.15370 2.53442 -5.59596
H22 1.31518 -0.02093 -5.97340
H23 0.86788 -2.29600 -5.05260
H24 0.01166 -2.53855 -2.74726
C28 1.25963 2.79112 3.70918
C29 0.10482 2.04533 3.40814
C30 0.04572 1.30069 2.26261
C31 1.12689 1.24485 1.34671
C32 1.06549 0.44581 0.15832
C33 2.20200 0.42468 -0.62874
C34 3.36385 1.16327 -0.31535
C35 3.41019 1.94441 0.80124
C36 2.29340 1.99853 1.66667
C37 2.32496 2.76860 2.85405
H25 1.30388 3.37327 4.62127
H26 -0.73238 2.06449 4.09615
H27 -0.83854 0.71501 2.04952
H28 2.23160 -0.17293 -1.53266
H29 4.22265 1.10125 -0.97514
H30 4.29848 2.51863 1.03950
H31 3.21651 3.34390 3.07844

Results
charge = 0
2S+1 = 4
E = -2536.81997 Eh

***

This record from the OMol25 dataset describes a molecular structure, C34H57BrFN5NbO3 at a distorted geometry. The level of theory is ωB97M-V/def2-TZVPD.

Cartesian coordinates (Å):
C1 -5.52501 5.18614 -1.96394
C2 -4.21782 5.84579 -1.51599
C3 -3.04152 4.86530 -1.61795
C4 -1.91819 5.20607 -0.65790
C5 -0.79377 4.14236 -0.65859
Nb1 -0.98216 2.58424 0.97122
Br1 -3.59796 2.92689 1.39126
C6 1.19696 2.14226 0.69538
C7 1.60118 1.14406 -0.39308
C8 1.66539 -0.30642 0.06846
C9 1.29287 -1.26610 -1.04754
O1 0.68602 -2.48673 -0.52910
C10 -0.37888 -2.86947 -1.22433
O2 -1.47587 -2.95608 -0.76465
C11 -1.58333 0.79871 -0.26383
C12 -1.68296 1.08563 -1.75142
C13 -2.49452 0.12342 -2.61329
O3 -2.93271 1.41341 -2.26077
N1 -0.62229 3.92394 2.50758
C14 0.40731 4.96722 2.37965
C15 -0.20375 6.37720 2.25492
C16 -0.97399 1.05657 2.75515
F1 0.33391 0.48866 3.03445
C17 -1.96715 -0.11523 2.73013
C18 -1.34316 -1.45649 2.35508
H1 -5.34940 4.42189 -2.71555
H2 -6.23673 5.92135 -2.33404
H3 -5.99778 4.69081 -1.12043
H4 -4.31631 6.07503 -0.45780
H5 -4.03012 6.74870 -2.09077
H6 -3.43647 3.88389 -1.36539
H7 -2.64942 4.87400 -2.63297
H8 -1.47512 6.14367 -1.01317
H9 -2.29162 5.41544 0.34013
H10 -0.70656 3.77773 -1.68616
H11 0.13972 4.68630 -0.48717
H12 1.68267 3.07500 0.39977
H13 1.61805 1.88970 1.66718
H14 2.61981 1.41452 -0.68043
H15 1.02814 1.24288 -1.31066
H16 2.71194 -0.52490 0.28832
H17 1.10962 -0.51001 0.97877
H18 2.15037 -1.51639 -1.66815
H19 0.55891 -0.78966 -1.69451
H20 -0.25314 -3.17691 -2.26651
H21 -2.59858 0.47461 -0.03396
H22 -0.95770 -0.08752 -0.15858
H23 -0.81801 1.53181 -2.23337
H24 -2.01770 0.02905 -3.57740
H25 -2.72361 -0.69466 -1.94918
H26 -0.49010 3.46086 3.39604
H27 1.11858 4.79988 1.57473
H28 0.98725 4.97139 3.30045
H29 0.15523 7.01184 3.06261
H30 0.04657 6.86300 1.31743
H31 -1.27773 6.31107 2.38105
H32 -1.21311 1.62803 3.65374
H33 -2.33374 -0.25628 3.75197
H34 -2.84795 0.10427 2.13887
H35 -0.68354 -1.39419 1.50035
H36 -2.11279 -2.20407 2.18935
H37 -0.75864 -1.81365 3.19890
N2 -2.61738 -7.78415 1.07981
C19 -1.27719 -7.65023 0.83826
C20 -1.07718 -6.42420 0.26256
C21 -2.34584 -5.79010 0.15234
C22 -3.27399 -6.65420 0.66549
H38 -3.05152 -8.58479 1.49659
H39 -0.58489 -8.43221 1.09852
H40 -0.12514 -6.02166 -0.04210
H41 -2.54439 -4.81430 -0.25505
H42 -4.34068 -6.56171 0.77423
N3 -0.80039 -4.11059 -4.97997
C23 0.02850 -5.17524 -4.74433
C24 0.66741 -5.47667 -5.91604
C25 0.20807 -4.55475 -6.89767
C26 -0.69384 -3.72567 -6.28769
H43 -1.39756 -3.67771 -4.29890
H44 0.09034 -5.62391 -3.76739
H45 1.38439 -6.26785 -6.05533
H46 0.50699 -4.50648 -7.93108
H47 -1.26652 -2.89870 -6.67006
N4 2.78302 -1.88907 3.04855
C27 3.54164 -2.08092 4.17085
C28 4.05127 -3.35167 4.12079
C29 3.57994 -3.94866 2.91761
C30 2.80202 -3.01966 2.27948
H48 2.28154 -1.04292 2.82700
H49 3.65159 -1.30129 4.90479
H50 4.68832 -3.80343 4.86266
H51 3.78797 -4.94413 2.56314
H52 2.26194 -3.06541 1.34863
N5 5.28904 0.36098 1.53406
C31 6.63536 0.28126 1.31324
C32 7.04223 1.47016 0.76791
C33 5.89185 2.30051 0.65779
C34 4.82624 1.58759 1.13923
H53 4.72519 -0.37394 1.92729
H54 7.18531 -0.60977 1.56211
H55 8.05025 1.71797 0.48004
H56 5.85151 3.30431 0.26962
H57 3.78497 1.84334 1.23864

Results
charge = -1
E = -4559.93726 Eh

***

This record from the OMol25 dataset describes C3H6INO in the gas phase. The level of theory is ωB97M-V/def2-TZVPD.

Cartesian coordinates (Å):
C1 0.05280 -0.41856 -0.07580
C2 0.88111 -1.18359 0.91900
C3 0.30944 1.04987 -0.11468
N1 -0.77963 -1.06795 -0.77231
O1 -2.64699 1.57636 -1.22698
I1 -2.21182 -0.07568 -1.89011
H1 1.59166 -1.83204 0.41270
H2 1.42228 -0.49516 1.56299
H3 0.23534 -1.81342 1.52724
H4 -0.25093 1.53291 -0.91168
H5 1.37543 1.22542 -0.26305
H6 0.02132 1.50184 0.83269

Results
charge = 0
E = -545.46482 Eh
energy relative to the best compared isomer or geometry (same formula, charge and spin) = 307.04 kJ/mol

***

This record from the OMol25 dataset describes C5H6O2 in the gas phase at a distorted geometry. The level of theory is ωB97M-V/def2-TZVPD.

Cartesian coordinates (Å):
O1 -1.11252 1.83090 1.13405
C1 -0.76145 0.67748 1.25587
C2 -0.12708 -0.12049 0.15817
C3 1.15783 0.46006 -0.51836
C4 -0.14899 0.61193 -1.16164
C5 -0.15248 -1.58593 0.24194
O2 0.32659 -2.31155 -0.60079
H1 -0.95413 0.14662 2.21030
H2 1.84223 -0.21474 -1.03356
H3 1.56592 1.04207 0.28104
H4 -0.30697 -0.07320 -1.98670
H5 -0.71813 1.53361 -1.14659
H6 -0.61083 -1.99674 1.16626

Results
SMILES = O=CC1(C=O)CC1
charge = 0
E = -344.53852 Eh
energy relative to the best compared isomer or geometry (same formula, charge and spin) = 166.43 kJ/mol

***

What is the formula in the third record?
C37H31N3V